Model A:
{
  "formula": "C5H15N2O",
  "method": "ωB97M-V/def2-TZVPD",
  "homo_energy_ev": -12.87,
  "total_charge": 1,
  "spin_multiplicity": 1,
  "lumo_energy_ev": -2.767,
  "gap_ev": 10.10,
  "elements": ["C", "C", "C", "C", "C", "N", "N", "O", "H", "H", "H", "H", "H", "H", "H", "H", "H", "H", "H", "H", "H", "H", "H"],
  "coordinates": [[-0.72429, 2.22099, 0.96624], [1.66218, -0.56210, -0.63967], [-0.64655, -2.39287, -0.55907], [-0.07490, 1.62217, -0.25031], [0.45779, -0.26961, 0.21406], [0.62283, -0.51898, 1.57443], [-0.78282, -0.95457, -0.27055], [-0.93583, 1.38964, -1.32808], [-0.00102, 2.31649, 1.77101], [-1.57348, 1.62817, 1.29899], [-1.09517, 3.21782, 0.73474], [2.06554, -1.55294, -0.43420], [2.44291, 0.16204, -0.42571], [1.41934, -0.48513, -1.69511], [0.01555, -2.54482, -1.40687], [-0.23273, -2.89330, 0.31457], [-1.61866, -2.82186, -0.79113], [0.86040, 2.09484, -0.53659], [0.00538, -0.02364, 2.20174], [1.58100, -0.48183, 1.89700], [-1.49487, -0.82692, 0.45505], [-1.09257, -0.40882, -1.10081], [-0.85999, 2.08524, -1.98975]]
}

=====

Model B:
{
  "formula": "C5H15N2O",
  "method": "ωB97M-V/def2-TZVPD",
  "homo_energy_ev": -13.52,
  "total_charge": 1,
  "spin_multiplicity": 1,
  "lumo_energy_ev": -2.871,
  "gap_ev": 10.65,
  "elements": ["C", "O", "C", "N", "H", "H", "H", "H", "H", "H", "H", "C", "C", "C", "N", "H", "H", "H", "H", "H", "H", "H", "H"],
  "coordinates": [[1.52481, 1.26909, -1.04073], [2.19228, 1.52065, -2.25787], [2.43800, 0.33074, -0.28417], [1.79289, -0.20465, 0.95172], [1.39365, 2.20393, -0.48443], [0.53407, 0.83238, -1.19479], [1.59462, 1.98786, -2.86359], [2.71797, -0.54201, -0.87315], [3.35957, 0.85615, -0.03848], [1.45978, 0.55978, 1.53356], [2.47301, -0.69295, 1.52132], [-3.36463, 0.38403, 0.61065], [-2.13867, -0.23852, 0.02034], [-1.46938, -1.16966, 0.68639], [-0.21295, -1.78009, 0.24323], [-3.65683, -0.08175, 1.54814], [-3.12290, 1.42951, 0.83349], [-4.19249, 0.39971, -0.09463], [-1.86523, 0.08022, -0.97799], [-1.83653, -1.50770, 1.64409], [0.73728, -0.99890, 0.56135], [-0.14188, -2.67795, 0.71041], [-0.21643, -1.95987, -0.75485]]
}

=====

Model C:
{
  "formula": "C5H15N2O",
  "method": "ωB97M-V/def2-TZVPD",
  "homo_energy_ev": -12.65,
  "total_charge": 1,
  "spin_multiplicity": 1,
  "lumo_energy_ev": -3.151,
  "gap_ev": 9.50,
  "elements": ["C", "C", "C", "C", "C", "N", "N", "H", "H", "H", "H", "H", "H", "H", "H", "H", "H", "H", "H", "H", "H", "H", "O"],
  "coordinates": [[1.73415, 1.34898, -1.30459], [0.30002, 1.43511, -0.80101], [0.15558, 0.66189, 0.50145], [-0.09920, -0.79735, 0.18764], [0.66784, -1.71310, -0.36321], [-1.55044, -1.30281, 0.41316], [-0.72746, 1.05249, -1.74277], [2.28891, 2.12413, -0.86096], [1.69067, 1.74236, -2.29641], [2.37777, 0.43395, -1.43868], [0.17839, 2.53485, -0.47577], [1.05988, 0.62497, 1.09086], [-0.56266, 1.22371, 1.19936], [0.47906, -2.71298, -0.67970], [1.72841, -1.44887, -0.47544], [-1.58261, -2.25506, 0.07594], [-2.20966, -0.65213, -0.08287], [-1.74167, -1.21262, 1.36338], [-0.46298, 0.81417, -2.65155], [-1.66631, 1.36413, -1.52589], [-0.99635, -1.87233, 3.13419], [-0.41996, -0.34301, 3.65924], [-0.64136, -1.05047, 3.07364]]
}

=====

Model D:
{
  "formula": "C5H15N2O",
  "method": "ωB97M-V/def2-TZVPD",
  "homo_energy_ev": -10.48,
  "total_charge": 1,
  "spin_multiplicity": 1,
  "lumo_energy_ev": -3.619,
  "gap_ev": 6.86,
  "elements": ["C", "C", "C", "C", "N", "C", "N", "H", "H", "H", "H", "H", "H", "H", "H", "H", "H", "H", "H", "H", "H", "H", "O"],
  "coordinates": [[0.39758, 2.12408, -0.33964], [0.81091, 0.61895, -0.42215], [-0.32881, -0.26575, 0.10698], [-0.91349, 0.13585, 1.28507], [-2.26219, -0.16370, 1.41738], [-0.50994, -1.51519, -0.63417], [1.09549, 2.94585, -1.34934], [0.60456, 2.43369, 0.68091], [-0.68155, 2.01045, -0.45861], [1.65408, 0.54967, 0.28364], [1.10062, 0.19582, -1.38081], [-0.43662, 0.67217, 2.08160], [-2.64684, -0.26441, 2.35082], [-2.78523, -0.81117, 0.85508], [-1.32418, -2.22453, -0.39646], [0.28827, -2.16357, -0.25899], [-0.66286, -1.46611, -1.71417], [1.63778, 2.34747, -1.97283], [1.59217, 3.81511, -1.10970], [0.40685, 3.47000, -1.91367], [1.81995, -4.01621, 0.93898], [0.25189, -4.44671, 1.23613], [0.89157, -3.98177, 0.71395]]
}

=====

It turns out model B is the most stable, with the second structure 2.6 kcal/mol higher.

=====

Model A:
{
  "formula": "C5H15N2O",
  "method": "ωB97M-V/def2-TZVPD",
  "homo_energy_ev": -12.61,
  "total_charge": 1,
  "spin_multiplicity": 1,
  "lumo_energy_ev": -7.858,
  "gap_ev": 4.75,
  "elements": ["N", "C", "C", "C", "O", "C", "N", "C", "H", "H", "H", "H", "H", "H", "H", "H", "H", "H", "H", "H", "H", "H", "H"],
  "coordinates": [[5.12113, 0.05534, -0.67685], [-0.90986, -0.78628, -0.36192], [0.34649, 0.01234, -0.60924], [1.02169, 0.14970, 0.77535], [2.05850, 1.19245, 0.84816], [-2.22315, -0.50479, -1.13716], [-3.39955, -0.42024, -0.23338], [-3.26267, 0.60741, 0.87899], [5.88230, 0.15784, 0.02244], [5.19140, -1.00140, -0.84580], [4.19745, 0.15779, -0.08313], [-0.80204, -1.83261, -0.01800], [1.05028, -0.31851, -1.35183], [0.07479, 0.92239, -0.97742], [1.52163, -0.82137, 0.97133], [0.28491, 0.42826, 1.49476], [1.64189, 1.80517, 1.45334], [-2.12751, 0.42162, -1.84998], [-2.56823, -1.30582, -1.78865], [-3.53267, -1.38554, 0.10018], [-3.43224, 0.21755, 1.89514], [-2.16915, 0.83167, 0.76661], [-3.96539, 1.41702, 0.72705]]
}

=====

Model B:
{
  "formula": "C5H15N2O",
  "method": "ωB97M-V/def2-TZVPD",
  "homo_energy_ev": -11.29,
  "total_charge": 1,
  "spin_multiplicity": 1,
  "lumo_energy_ev": -3.144,
  "gap_ev": 8.15,
  "elements": ["C", "C", "C", "C", "C", "N", "N", "H", "H", "H", "H", "H", "H", "H", "H", "H", "H", "H", "H", "H", "H", "H", "O"],
  "coordinates": [[-0.96287, -0.64256, -1.21126], [0.57352, -0.05540, -1.17763], [1.06272, 0.42693, 0.18790], [0.10449, 1.12282, 0.93164], [3.37741, -0.08792, -0.35127], [2.30422, 0.02435, 0.62691], [-1.68774, -1.13273, 0.02653], [-0.98685, -1.37435, -2.09674], [-1.64807, 0.04161, -1.77719], [1.32773, -0.86507, -1.45448], [0.56521, 0.69627, -1.84027], [0.24234, 1.36308, 1.95702], [-0.94683, 1.50664, 0.67499], [4.13508, 0.67929, -0.01708], [3.00939, 0.07679, -1.38326], [3.66768, -1.02521, -0.29577], [2.64571, 0.10277, 1.55083], [-2.67815, -0.59432, 0.05787], [-1.62391, -2.20826, 0.08626], [-1.32912, -0.71211, 0.84002], [-4.27502, 0.43471, 1.67147], [-3.52063, 1.55812, 1.54253], [-3.35631, 0.66454, 1.45099]]
}

=====

It turns out model B is the most stable, with the second structure 59.6 kcal/mol higher.

=====

Model A:
{
  "formula": "C5H15N2O",
  "method": "ωB97M-V/def2-TZVPD",
  "homo_energy_ev": -12.68,
  "total_charge": 1,
  "spin_multiplicity": 1,
  "lumo_energy_ev": -2.944,
  "gap_ev": 9.73,
  "elements": ["C", "C", "C", "C", "C", "N", "N", "H", "H", "H", "H", "H", "H", "H", "H", "H", "H", "H", "H", "H", "H", "H", "O"],
  "coordinates": [[1.82180, 0.82319, -0.20920], [0.44680, 0.23656, -0.37949], [-0.39572, 0.94478, 0.75768], [-1.83902, 0.50441, 0.98858], [-2.44617, 1.15316, 1.96232], [-2.25203, -0.62939, 0.15983], [0.54883, -1.29931, -0.19102], [2.07775, 0.85142, 0.79871], [2.65360, 0.16890, -0.51316], [2.07453, 1.82527, -0.61788], [-0.09845, 0.32746, -1.39137], [-0.21562, 2.11262, 0.84288], [0.24519, 0.52878, 1.61235], [-1.90198, 2.08379, 2.28909], [-3.38284, 0.97549, 2.54320], [-2.76885, -0.41688, -0.71617], [-2.83991, -1.37046, 0.63105], [0.52966, -1.65321, 0.84379], [1.45146, -1.63142, -0.69546], [-0.24145, -1.82865, -0.53452], [2.71880, -0.71416, -2.64940], [1.71514, -1.64364, -3.19304], [2.09849, -1.34870, -2.33877]]
}

=====

Model B:
{
  "formula": "C5H15N2O",
  "method": "ωB97M-V/def2-TZVPD",
  "homo_energy_ev": -13.12,
  "total_charge": 1,
  "spin_multiplicity": 1,
  "lumo_energy_ev": -3.578,
  "gap_ev": 9.54,
  "smiles": "[NH3+]CCNCCCO",
  "elements": ["C", "N", "C", "C", "C", "O", "C", "N", "H", "H", "H", "H", "H", "H", "H", "H", "H", "H", "H", "H", "H", "H", "H"],
  "coordinates": [[0.13003, -1.64480, 0.29417], [0.23053, -0.29261, -0.38123], [0.83307, 0.60412, 0.68193], [0.94712, 2.03928, 0.11561], [0.10497, 3.01714, 0.99765], [-1.16009, 2.31457, 1.10890], [-0.26322, -2.67304, -0.69776], [-0.93109, -2.20608, -1.95008], [-0.56248, -1.68871, 1.19326], [1.09193, -1.83170, 0.77587], [-0.72695, 0.05298, -0.37539], [1.84124, 0.35277, 0.99970], [0.17134, 0.61768, 1.56113], [0.79894, 2.08011, -0.93976], [2.04288, 2.26734, 0.29943], [0.67403, 3.09283, 1.93583], [-0.21139, 4.03035, 0.65553], [-1.69797, 2.91827, 1.63742], [-0.76074, -3.60097, -0.34506], [0.64839, -3.30127, -0.81253], [-1.60481, -1.47494, -1.73143], [-0.23522, -1.72007, -2.53059], [-1.36053, -2.95325, -2.49259]]
}

=====

It turns out model A is the most stable, with the second structure 9.8 kcal/mol higher.